DFT (the ωB97M-V functional and the def2-TZVPD basis) results for a structure of composition C73H66CdGeN4O4P2S2Si.

Each line ends with the Mulliken charge.
Atoms and positions in Å:
Cd1 -0.300 -0.447 0.507  7.750
O1 3.344 0.429 0.854  -0.012
C1 4.144 -0.252 1.722  -0.120
C2 5.518 -0.356 1.570  -0.780
C3 6.241 -1.090 2.501  -0.866
C4 5.592 -1.710 3.558  -1.142
C5 4.209 -1.614 3.665  -0.201
C6 3.451 -0.890 2.751  -0.389
P1 1.585 -0.840 2.708  1.845
C7 1.334 -2.289 3.796  0.918
C8 1.427 -3.542 3.195  -0.171
C9 1.383 -4.699 3.953  -0.400
C10 1.223 -4.620 5.331  -0.769
C11 1.104 -3.378 5.935  -0.783
C12 1.164 -2.217 5.172  -0.428
C13 1.238 0.626 3.766  -0.308
C14 -0.025 1.380 3.550  0.384
C15 -0.191 2.659 4.337  0.136
C16 0.758 2.901 5.463  -1.322
C17 1.875 2.182 5.560  -1.094
C18 2.136 1.063 4.664  0.506
C19 3.811 1.353 -0.030  -0.317
C20 4.699 2.355 0.334  -0.300
C21 5.139 3.241 -0.635  -0.853
C22 4.695 3.129 -1.950  -1.075
C23 3.763 2.156 -2.278  -0.269
C24 3.283 1.272 -1.314  -0.289
P2 1.884 0.098 -1.598  2.173
C25 2.714 -1.306 -2.412  0.724
C26 1.985 -2.202 -3.188  0.323
C27 2.574 -3.355 -3.681  -0.856
C28 3.898 -3.641 -3.382  -0.938
C29 4.629 -2.765 -2.592  -0.772
C30 4.041 -1.604 -2.110  -0.909
C31 1.040 1.035 -2.909  0.136
C32 1.065 0.715 -4.268  0.204
C33 0.608 1.552 -5.250  -1.645
C34 0.087 2.909 -4.968  -0.455
C35 0.220 3.403 -3.503  -0.203
C36 0.393 2.295 -2.444  0.870
H1 6.019 0.118 0.736  0.450
H2 7.314 -1.179 2.387  0.421
H3 6.151 -2.279 4.289  0.437
H4 3.710 -2.133 4.474  0.550
H5 1.533 -3.612 2.120  -0.242
H6 1.453 -5.663 3.464  0.424
H7 1.176 -5.523 5.926  0.301
H8 0.965 -3.306 7.007  0.376
H9 1.084 -1.250 5.654  0.368
H10 -0.894 0.741 3.454  -0.987
H11 -1.231 2.802 4.642  0.344
H12 0.536 3.703 6.156  0.464
H13 2.602 2.389 6.338  0.432
H14 3.079 0.543 4.787  0.463
H15 5.029 2.435 1.361  0.534
H16 5.829 4.029 -0.359  0.413
H17 5.059 3.810 -2.708  0.443
H18 3.375 2.098 -3.287  0.496
H19 0.942 -2.008 -3.395  0.086
H20 1.986 -4.041 -4.276  0.455
H21 4.357 -4.548 -3.754  0.383
H22 5.658 -2.987 -2.342  0.434
H23 4.620 -0.931 -1.489  0.224
H24 1.487 -0.234 -4.573  0.491
H25 0.632 1.218 -6.281  0.351
H26 0.503 3.631 -5.675  0.486
H27 0.861 4.272 -3.353  0.411
H28 0.857 2.658 -1.528  -1.303
N1 -0.154 7.688 -1.147  -0.575
C37 -0.121 6.469 -0.455  0.688
C38 0.993 5.643 -0.521  -0.653
C39 1.030 4.450 0.190  -0.369
C40 -0.051 4.049 0.961  -0.429
C41 -1.158 4.884 1.045  -0.175
C42 -1.195 6.075 0.343  -1.227
S1 0.121 2.490 1.926  1.477
O2 0.109 3.586 3.287  -0.653
O3 1.433 2.052 1.432  -0.417
N2 -0.999 1.611 1.033  0.805
C43 -2.313 1.744 1.289  -0.970
N3 -2.712 2.501 2.334  -0.205
C44 -4.023 2.618 2.506  -0.497
C45 -4.952 1.987 1.702  -1.435
C46 -4.426 1.172 0.704  -0.334
N4 -3.136 1.037 0.487  0.405
H29 0.432 7.710 -1.967  0.243
H30 -1.084 8.020 -1.352  0.232
H31 1.845 5.938 -1.124  0.464
H32 1.909 3.822 0.151  0.033
H33 -1.992 4.609 1.676  0.587
H34 -2.068 6.714 0.414  0.323
H35 -4.338 3.236 3.343  0.514
H36 -6.015 2.087 1.862  0.423
H37 -5.079 0.588 0.061  0.399
C47 -4.042 -1.343 2.636  -0.418
Si1 -2.360 -1.759 3.369  1.266
C48 -2.273 -3.620 3.698  -1.233
C49 -2.450 -0.961 5.084  -1.392
O4 -1.110 -1.222 2.507  -1.747
H38 -4.825 -1.937 3.114  0.518
H39 -4.096 -1.515 1.558  -0.341
H40 -4.266 -0.288 2.819  0.177
H41 -3.266 -4.076 3.681  0.442
H42 -1.828 -3.816 4.676  0.424
H43 -1.652 -4.124 2.958  0.134
H44 -3.371 -1.282 5.580  0.465
H45 -2.479 0.130 5.016  0.227
H46 -1.611 -1.237 5.724  0.263
S2 -1.447 2.267 -2.151  -0.252
C50 -1.323 3.568 -3.426  -0.044
C51 -1.476 3.068 -4.889  1.287
C52 -2.062 4.053 -5.845  -1.066
C53 -2.509 5.243 -5.450  -0.711
C54 -2.494 5.641 -4.033  -0.217
C55 -1.962 4.866 -3.089  -0.644
H47 -1.983 2.104 -4.968  -0.806
H48 -2.129 3.761 -6.888  0.428
H49 -2.931 5.933 -6.171  0.381
H50 -2.950 6.585 -3.763  0.397
H51 -1.973 5.152 -2.045  0.462
C56 -2.495 -1.545 -5.805  -0.943
C57 -1.745 -2.643 -5.409  -0.642
C58 -1.416 -2.819 -4.070  -0.478
C59 -1.810 -1.902 -3.094  0.713
C60 -2.568 -0.808 -3.516  -0.195
C61 -2.912 -0.629 -4.849  -1.099
Ge1 -1.469 -2.144 -1.147  -0.620
C62 -0.323 -3.785 -1.080  -0.193
C63 0.959 -3.712 -0.536  -0.114
C64 1.808 -4.812 -0.494  -0.230
C65 1.382 -6.028 -1.004  -0.712
C66 0.105 -6.134 -1.541  -0.990
C67 -0.733 -5.027 -1.572  -0.391
C68 -3.232 -2.919 -0.640  -0.174
C69 -4.432 -2.574 -1.259  -0.238
C70 -5.636 -3.158 -0.882  -0.603
C71 -5.663 -4.112 0.124  -0.714
C72 -4.478 -4.473 0.751  -0.670
C73 -3.284 -3.877 0.374  -0.575
H52 -2.756 -1.406 -6.848  0.354
H53 -1.419 -3.372 -6.142  0.433
H54 -0.836 -3.692 -3.788  0.162
H55 -2.891 -0.073 -2.789  0.764
H56 -3.505 0.230 -5.141  0.508
H57 1.317 -2.768 -0.132  -0.779
H58 2.801 -4.714 -0.069  0.592
H59 2.038 -6.890 -0.981  0.412
H60 -0.242 -7.084 -1.930  0.394
H61 -1.734 -5.135 -1.976  0.484
H62 -4.438 -1.840 -2.056  0.297
H63 -6.554 -2.869 -1.380  0.424
H64 -6.599 -4.571 0.418  0.349
H65 -4.483 -5.211 1.544  0.452
H66 -2.373 -4.166 0.879  0.359

Its LUMO energy (spin up / spin down) is 2.24 / 1.40 eV. As for the energy: -200128.6871 eV. The maximum force comes out at 0.8 eV/A. Its total charge is -1. The energy above the lowest of the compared OMol25 structures with the same formula, charge and spin is 0.0 kcal per mole. As for the HOMO-LUMO gap (spin up / spin down): 0.2606 / 0.2346 Eh. The calculation puts the HOMO energy (spin up / spin down) at -4.854 / -4.980 eV. Its spin multiplicity is 2. The molecular weight comes out at 1402.5 g/mol.